Record 1
DFT (ωB97M-V with the def2-TZVPD basis set) results for a molecular structure, C25H26IrN3O8SSe at a distorted geometry.

- E_tot: -126207.4763 eV
- E_HOMO (alpha / beta): -10.74 / -10.95 eV
- Relative energy (zero: lowest compared OMol25 entry of this formula, charge and spin): 95.00 kcal per mole
- Orbital gap (alpha / beta): 7.182 / 5.602 eV

```
! wB97M-V def2-TZVPD RIJCOSX def2/J DEFGRID3
* xyz 1 2
Ir -0.3037 -1.6302 0.1405
O 5.4962 1.3666 -2.1569
C 5.5049 0.0432 -1.6773
C 4.0915 -0.3846 -1.4095
C 3.0095 0.3851 -1.8108
C 1.7341 -0.0232 -1.4841
N 1.4889 -1.1588 -0.8207
C 2.5302 -1.9422 -0.4832
C 3.8330 -1.5791 -0.7457
C 2.1559 -3.1537 0.2571
C 2.8965 -4.3116 0.2694
C 2.4440 -5.3965 1.0131
C 3.2037 -6.6987 1.0311
O 4.1892 -6.7847 0.0305
C 1.2780 -5.2383 1.7470
C 0.5577 -4.0683 1.6552
N 0.9755 -3.0375 0.9047
H 6.4008 1.6757 -2.2627
H 6.0808 -0.0549 -0.7508
H 5.9389 -0.6468 -2.4117
H 3.1625 1.3064 -2.3519
H 0.8647 0.5526 -1.7671
H 4.6386 -2.2225 -0.4163
H 3.8100 -4.3861 -0.3032
H 2.4943 -7.5299 0.9830
H 3.7226 -6.7760 1.9894
H 3.7712 -6.9946 -0.8116
H 0.8835 -6.0415 2.3546
H -0.3822 -3.9401 2.1672
O -1.4082 -5.2000 -0.6271
Se -1.9928 -3.7243 -0.7858
O -0.8239 -2.7281 -1.5149
O -1.7824 -2.8568 0.7451
O -3.4827 -3.5216 -1.3111
C -4.2345 -0.3291 -2.0266
N -4.1180 -0.3283 -0.5693
C -5.3487 -0.2745 0.2090
C -2.9601 -0.4835 0.0105
O -1.8920 -0.5681 -0.6586
H -5.1058 0.2614 -2.2993
H -4.3447 -1.3550 -2.3777
H -3.3420 0.1063 -2.4648
H -5.7867 0.7219 0.1594
H -5.1422 -0.5322 1.2450
H -6.0525 -0.9990 -0.1972
H -2.9563 -0.5192 1.0989
C -3.1344 8.9577 0.7733
C -2.8088 7.4961 0.9303
O -3.6239 6.6208 0.9899
S -1.0292 7.2420 0.9869
C -0.8146 5.4898 1.0598
C 0.2881 4.9837 0.3696
C 0.5524 3.6296 0.3742
C -0.2965 2.7500 1.0562
C -1.3781 3.2710 1.7770
C -1.6304 4.6284 1.7929
C -0.1209 1.3459 0.9518
C 0.0531 0.1324 0.8815
H -4.2009 9.0998 0.9250
H -2.8590 9.2799 -0.2317
H -2.5669 9.5582 1.4843
H 0.9345 5.6577 -0.1774
H 1.4089 3.2437 -0.1628
H -2.0115 2.5994 2.3413
H -2.4588 5.0144 2.3631
*
```

Record 2
DFT (ωB97M-V with the def2-TZVPD basis set) results for a gas-phase ion, C4H6N4O3PS (charge -1) at a distorted geometry.

- E_tot: -36473.5388 eV
- E_HOMO: -4.01 eV
- Relative energy (zero: lowest compared OMol25 entry of this formula, charge and spin): 0.00 kcal per mole
- SMILES: CCO[C@]1(O)n2nnnc2SP1[O-]
- Orbital gap: 7.434 eV

```
! wB97M-V def2-TZVPD RIJCOSX def2/J DEFGRID3
* xyz -1 1
C -2.6324 0.3492 0.5469
C 2.8296 0.1260 0.6788
C 1.5895 -0.6617 0.2821
C -0.5420 -0.1034 -0.6030
N -1.8487 2.0313 -0.5735
N -3.4418 1.3758 0.7295
N -2.9214 2.3719 0.0231
N -1.6343 0.7516 -0.2742
O -0.3763 -2.8624 -0.2378
O -0.1270 0.0908 -1.9136
O 0.4696 0.2134 0.3163
P -1.3588 -1.8563 -0.6754
S -2.6017 -1.2473 1.1482
H 3.0177 0.9253 -0.0350
H 2.6829 0.5679 1.6614
H 3.6896 -0.5388 0.7078
H 1.4225 -1.4896 0.9784
H 1.6958 -1.0726 -0.7275
H 0.0873 1.0289 -2.0324
*
```

Record 3
DFT (ωB97M-V with the def2-TZVPD basis set) results for a molecular structure, C33H57CrN4OP2 at a distorted geometry.

- E_tot: -90147.6915 eV
- E_HOMO (alpha / beta): -8.66 / -8.70 eV
- Relative energy (zero: lowest compared OMol25 entry of this formula, charge and spin): 19.90 kcal per mole
- Orbital gap (alpha / beta): 6.911 / 5.832 eV

```
! wB97M-V def2-TZVPD RIJCOSX def2/J DEFGRID3
* xyz 1 5
C 2.2111 -1.3764 -0.8497
C 1.3436 0.6319 -1.8337
C 3.1990 -1.4862 -1.8113
C 2.2698 0.4460 -2.9183
C 3.1887 -0.5907 -2.8788
H 3.9363 -2.2604 -1.7138
H 2.1837 1.1068 -3.8134
H 3.9098 -0.6951 -3.6921
N 1.3499 -0.3430 -0.7952
P 0.3694 -2.5599 0.8856
P -0.0437 2.2797 -0.1388
C 2.0617 -2.4702 0.2153
H 2.3559 -3.4491 -0.1938
H 2.7790 -2.2865 1.0403
C -1.5238 -0.4409 1.8687
O -2.4437 -0.7432 2.4922
C 0.6105 1.8239 -1.6876
H 0.3766 2.4308 -2.5754
C -1.7501 3.2039 -0.1427
C 1.3899 3.5152 0.0555
C -0.5743 -3.6299 -0.3737
C 0.5135 -3.4900 2.5256
C -2.8481 2.3094 0.4443
H -2.6674 2.0633 1.5000
H -3.7931 2.8719 0.3854
H -2.9775 1.3767 -0.1056
C -1.6970 4.4771 0.7256
H -1.4014 4.2400 1.7612
H -1.0370 5.2486 0.3077
H -2.7138 4.8989 0.7514
C -2.0835 3.5162 -1.5970
H -3.0355 4.0601 -1.6142
H -1.3335 4.1474 -2.0875
H -2.2134 2.5806 -2.1447
C 1.3759 4.0908 1.4795
H 1.0160 3.3556 2.2136
H 2.4013 4.3677 1.7694
H 0.7504 4.9868 1.5600
C 2.7184 2.7778 -0.1563
H 2.8290 1.9208 0.5225
H 2.8274 2.4208 -1.1831
H 3.5544 3.4761 0.0171
C 1.2449 4.5884 -1.0377
H 0.9503 4.1776 -2.0286
H 0.5097 5.3903 -0.7681
H 2.2439 5.0749 -1.1727
C -0.8933 -3.8724 3.0147
H -0.7932 -4.3153 4.0204
H -1.5513 -2.9942 3.0954
H -1.3825 -4.6242 2.3780
C 1.1554 -2.5764 3.5671
H 2.1814 -2.2881 3.2929
H 0.5688 -1.6657 3.7386
H 1.2106 -3.1204 4.5268
C 1.4130 -4.7515 2.4099
H 2.3471 -4.5396 1.8800
H 1.6624 -5.0677 3.4286
H 0.9064 -5.5858 1.9209
C -0.1231 -3.2555 -1.7832
H 0.9236 -3.5431 -1.9944
H -0.7594 -3.7934 -2.5102
H -0.2231 -2.1786 -1.9868
C -2.0680 -3.3474 -0.2097
H -2.3332 -2.3405 -0.5471
H -2.6304 -4.0554 -0.8476
H -2.4276 -3.4721 0.8291
C -0.3201 -5.1415 -0.1896
H 0.7465 -5.3955 -0.2332
H -0.7594 -5.5315 0.7354
H -0.8172 -5.6580 -1.0224
Cr -0.0712 -0.1195 0.6749
N -1.4886 -0.3972 -0.9202
C -1.7587 0.0319 -2.0180
C -2.1861 0.1606 -3.4466
C -1.4863 1.2691 -4.2722
C -1.7494 -1.1768 -4.0036
C -3.6886 0.4141 -3.2760
H -1.6498 2.2792 -3.8660
H -0.3945 1.0862 -4.3184
H -1.9105 1.2220 -5.2990
H -2.1012 -2.0055 -3.3794
H -2.1253 -1.3275 -5.0112
H -0.6483 -1.2052 -4.0492
H -4.0780 0.9839 -4.1063
H -4.1858 -0.5503 -3.2237
H -3.9002 0.9749 -2.3489
C -0.5564 1.6399 3.9004
C 0.7733 1.1438 3.4322
N 1.1203 0.4952 2.3065
C 2.4977 0.3190 2.3091
C 2.9881 0.7930 3.4735
N 1.8913 1.2988 4.1704
H -1.1220 0.8211 4.3107
H -0.3660 2.3699 4.6765
H -1.0732 2.1007 3.0776
H 3.0103 -0.1204 1.4977
H 3.9935 0.8230 3.8730
H 1.8988 1.7559 5.1155
*
```